Computed, not measured: a 4-piece molecular cluster, C19H46N4O13P3 overall, with the ωB97M-V functional and the def2-TZVPD basis.

Geometry as XYZ:
```
85
Properties=species:S:1:pos:R:3:forces:R:3:mulliken_charge:R:1
P 0.845459 2.777396 0.716365 0.1 -0.2 0.0 1.04
P -1.529673 -4.485745 3.090950 0.1 -0.1 0.1 0.98
P 7.046537 2.467420 -1.117958 0.1 0.1 0.1 0.89
O -1.300845 -4.018648 4.593640 -0.1 -0.1 0.0 -0.33
O 0.537575 2.985339 -0.699442 -0.2 0.0 0.0 -0.80
O -0.632611 -2.175596 -1.830933 -0.1 0.2 0.0 -0.43
O -0.349701 2.100014 1.505949 -0.2 -0.1 0.0 0.03
O 7.942547 3.754063 -1.074490 0.0 0.0 0.0 -0.34
O -3.107636 -4.377538 2.866436 0.1 0.1 0.0 -0.35
O 8.112248 1.295028 -1.022790 0.1 0.1 -0.1 -0.33
O -1.267883 -6.030455 3.167152 0.0 0.1 0.0 -0.35
O -0.732874 -3.785412 2.087631 0.0 0.1 -0.1 -0.61
O 5.996375 2.445084 -0.101624 0.0 0.0 -0.1 -0.53
O 2.034937 1.784165 1.022083 0.0 0.1 0.1 -0.22
O 1.141416 4.087570 1.554065 0.0 0.0 -0.1 -0.39
O 6.516732 2.431214 -2.619168 0.0 -0.1 0.0 -0.28
N -2.302001 0.035044 -1.902623 0.0 0.3 0.1 0.46
N -4.154346 -0.028466 2.050061 -0.2 0.1 -0.1 -0.53
N -4.040622 -0.394475 -3.260363 0.1 0.4 -0.1 -0.23
N -4.449233 0.724603 -1.217518 -0.2 -0.3 0.3 0.18
C -6.524748 -0.614369 -1.614289 0.2 0.0 -0.1 -0.52
C 1.721853 5.249596 0.932720 0.0 0.1 0.0 -0.77
C -3.615276 0.137904 -2.042370 0.1 -0.3 -0.1 0.21
C 0.479573 -1.511160 -1.236861 0.1 0.1 -0.2 -0.73
C -3.616404 -3.241007 2.161226 -0.2 0.0 -0.1 -0.64
C -1.640342 -0.327421 -3.155940 0.1 -0.5 -0.3 0.23
C -0.956431 -1.716295 -3.110393 -0.1 0.0 -0.1 -0.87
C -2.100296 -2.987325 5.174913 0.0 0.1 0.0 -0.50
C -6.271570 -1.567353 -0.731954 0.1 -0.3 0.0 -0.25
C -3.485090 0.392985 1.068462 0.2 -0.1 0.1 0.14
C -5.886503 0.751999 -1.566430 0.2 -0.3 -0.3 -0.40
C 7.936259 0.069735 -1.737637 0.0 -0.1 0.0 -0.58
C 5.268380 1.809121 -2.945376 -0.1 0.0 -0.1 -0.58
C -2.845653 -0.258566 -4.125959 -0.1 0.3 0.6 -0.93
C 9.058639 3.899100 -1.966621 0.1 0.0 0.0 -0.62
C -0.169367 1.738370 2.887389 0.0 0.0 0.1 -0.74
C 3.375974 2.287822 1.229980 0.0 0.0 0.1 -0.69
C -3.968322 1.363594 0.012321 0.1 0.3 0.1 -1.45
C -1.935039 -6.837853 4.148889 0.0 -0.1 0.1 -0.62
H -4.787980 1.951118 0.424940 0.0 -0.1 -0.1 0.63
H 4.040550 1.433938 1.274742 0.0 0.0 -0.1 0.25
H -5.986855 1.258880 -2.526474 0.0 0.0 0.1 0.41
H 1.252863 6.122586 1.377855 0.0 0.0 0.0 0.25
H -6.893006 -2.451501 -0.667683 0.3 -0.2 -0.3 0.34
H 4.795463 2.411761 -3.716715 0.0 0.0 0.0 0.26
H 3.415874 2.831418 2.173271 0.0 0.0 0.0 0.31
H -3.014999 -6.709165 4.083106 0.0 0.0 0.0 0.29
H -1.134876 1.399387 3.254055 0.0 0.0 0.0 0.25
H -2.089872 -2.086262 4.558618 0.0 0.0 0.0 0.20
H -0.066474 -1.657892 -3.750161 -0.1 -0.1 0.0 0.43
H -3.172188 2.072127 -0.244804 0.0 -0.1 0.0 0.31
H 5.449047 0.806155 -3.332429 0.0 0.0 0.0 0.28
H 0.559570 0.934462 2.972323 0.0 0.0 0.0 0.31
H -1.632331 -2.458327 -3.545010 0.0 0.0 0.1 0.40
H -1.587252 -6.578889 5.147342 0.0 0.0 0.0 0.27
H 1.540818 5.242495 -0.140321 0.0 0.0 0.0 0.35
H 8.039198 0.238339 -2.809561 0.0 0.0 0.0 0.26
H -6.388823 1.343022 -0.802191 0.1 0.1 -0.1 0.38
H -5.426201 -1.518907 -0.050569 -0.3 0.2 0.3 -0.10
H -5.104175 0.353745 2.041291 0.0 0.0 0.1 0.25
H -1.803105 0.156401 -1.035612 0.1 0.3 -0.1 -0.20
H 9.443914 4.903577 -1.822434 0.0 0.0 0.0 0.24
H -0.925499 0.448794 -3.427757 0.0 0.0 0.2 0.40
H 0.156228 2.600240 3.467951 0.0 0.0 0.0 0.30
H 3.689111 2.926999 0.409367 0.0 0.0 0.0 0.33
H 0.154755 -0.923216 -0.373138 0.1 0.0 0.0 0.10
H -2.447272 0.054735 1.009128 0.0 0.0 -0.1 0.50
H -3.125389 -3.332178 5.310605 0.0 0.0 0.0 0.26
H -2.879926 0.759580 -4.513239 -0.1 -0.2 -0.4 0.33
H -7.200443 -0.803816 -2.441367 -0.4 0.3 0.3 0.38
H 8.717633 -0.605883 -1.402897 0.0 0.0 0.0 0.26
H 8.741252 3.776692 -3.001601 0.0 0.0 0.0 0.29
H -2.868328 -1.004947 -4.913327 0.2 0.1 -0.1 0.45
H 9.830627 3.171599 -1.722481 0.0 0.0 0.0 0.27
H -4.440545 -3.582738 1.535988 0.0 -0.1 0.0 0.21
H -3.984451 -2.497703 2.864920 0.0 0.0 0.0 0.36
H -1.666556 -2.759592 6.144320 0.0 0.0 0.0 0.27
H 2.791778 5.269872 1.132924 0.0 0.0 0.0 0.29
H 6.964332 -0.375682 -1.519503 0.0 0.0 0.0 0.28
H -1.679783 -7.869800 3.929208 0.0 0.0 0.0 0.24
H 0.961745 -0.851113 -1.965719 0.0 0.1 0.1 0.40
H -4.365260 -1.347624 -3.126003 -0.2 0.0 -0.1 0.36
H -2.842920 -2.801058 1.532600 0.0 0.0 0.0 0.31
H 4.618949 1.760988 -2.072283 0.0 0.0 0.0 0.19
H 1.218767 -2.242101 -0.910769 -0.2 -0.1 0.1 0.35
```
Forces are in eV/Å.

Properties
HOMO-LUMO gap (eV): 10.012
Net charge: +1
2S+1: 1
HOMO energy (eV): -12.304